(1)
DFT (the ωB97M-V functional and the def2-TZVPD basis) results for an isolated molecule of C3H6ClN3.

For the HOMO-LUMO gap, the calculation gives 9.14 eV. Its SMILES is NN/C=N\C=C\Cl. As for the HOMO energy: -8.33 eV.

Structure (ORCA input):
```
! RIJCOSX wB97M-V def2-TZVPD def2/J DEFGRID3
* xyz 0 1
C 2.04536 0.79368 0.29568
C -0.14569 0.58184 -0.66237
C -1.27042 0.59270 -0.00029
H 0.68273 -1.12617 1.45783
H 1.17433 -1.96714 0.09154
H 3.30868 -0.55748 1.08442
H 2.89711 1.44276 0.53472
H -0.22121 0.10196 -1.66818
H -1.48681 1.16828 0.88333
N 1.48921 -1.52030 0.97948
N 2.36480 -0.47861 0.69310
N 1.01631 1.22639 -0.33111
Cl -2.60133 -0.32140 -0.56306
*
```

=====

(2)
DFT (the ωB97M-V functional and the def2-TZVPD basis) results for an isolated molecule of C3H6ClNO.

For the HOMO-LUMO gap, the calculation gives 9.50 eV. Its SMILES is CN[C@H](Cl)C=O. As for the HOMO energy: -8.68 eV.

Structure (ORCA input):
```
! RIJCOSX wB97M-V def2-TZVPD def2/J DEFGRID3
* xyz 0 1
C 1.50086 1.25874 -0.01002
C -1.31728 -0.65864 0.65452
C 0.70412 -0.18948 -0.72338
N -0.70145 -0.29234 -0.57034
O 0.93606 2.31224 -0.10208
Cl 1.28856 -1.59544 0.14635
H 2.48596 1.11967 0.44169
H -1.24899 0.11422 1.40910
H -2.46749 -0.80284 0.59877
H -0.92985 -1.52792 0.95353
H 0.94551 -0.21629 -1.75898
H -1.19600 0.47809 -1.03916
*
```

=====

(3)
DFT (the ωB97M-V functional and the def2-TZVPD basis) results for a cluster of 2 separate species, C3H6ClNO in total.

For the HOMO-LUMO gap, the calculation gives 10.63 eV. Its SMILES is [H]/N=C/Cl.CC=O. As for the HOMO energy: -9.58 eV.

Structure (ORCA input):
```
! RIJCOSX wB97M-V def2-TZVPD def2/J DEFGRID3
* xyz 0 1
C -2.77556 0.33546 1.05171
C 2.21993 -0.61008 -0.77102
C 1.31321 0.55211 -0.79778
N -1.69449 -0.13927 1.36016
O 0.72512 1.04810 0.09132
Cl -2.96883 0.39460 -0.61338
H 2.73232 -0.51362 -1.71986
H 2.74195 -0.84202 0.15599
H 1.49254 -1.41763 -0.82361
H -3.55832 0.68841 1.63936
H 1.15351 0.81732 -1.86831
H -1.38137 -0.31338 2.29543
*
```

=====

(4)
DFT (the ωB97M-V functional and the def2-TZVPD basis) results for a cluster of 2 separate species, C3H6ClNO2 in total.

For the HOMO-LUMO gap (spin up / spin down), the calculation gives 8.62 / 8.62 eV. As for the HOMO energy (spin up / spin down): -9.26 / -9.26 eV.

Structure (ORCA input):
```
! RIJCOSX wB97M-V def2-TZVPD def2/J DEFGRID3
* xyz 0 1
C -1.39459 0.70753 1.34380
C -0.17981 0.66152 0.38815
C 1.66021 -1.02287 -1.10860
N -0.43715 -0.09803 -0.81462
O -1.45603 1.47857 2.24319
O -2.33312 -0.14074 1.02620
Cl 2.31520 -0.94432 0.41026
H 0.50349 -0.07389 0.88685
H 0.51601 1.57826 0.41649
H 1.52500 -1.99389 -1.50890
H 1.93355 -0.10700 -1.69301
H -0.40684 0.45870 -1.72456
H -2.24592 -0.50384 0.13474
*
```

=====

(5)
DFT (the ωB97M-V functional and the def2-TZVPD basis) results for an isolated molecule of C3H6ClO2PS.

For the HOMO-LUMO gap (spin up / spin down), the calculation gives 6.93 / 7.33 eV. As for the HOMO energy (spin up / spin down): -9.61 / -9.32 eV.

Structure (ORCA input):
```
! RIJCOSX wB97M-V def2-TZVPD def2/J DEFGRID3
* xyz 0 1
C 0.12478 0.55918 -1.05220
C 1.18078 0.53688 0.17345
C 1.23362 -0.84636 0.92976
O -1.02375 -0.20611 -0.77659
O 0.84040 1.51112 0.95284
P -2.20156 -0.09051 0.37416
S -3.33822 1.43044 -0.20175
Cl -3.05484 -1.85035 0.03907
H -0.25615 1.52234 -1.27187
H 0.56903 0.07198 -1.95940
H 2.12409 0.61023 -0.42674
H 0.77800 -0.49330 1.83305
H 2.37940 -1.06982 1.01982
H 0.64443 -1.68572 0.36640
*
```

=====

(6)
DFT (the ωB97M-V functional and the def2-TZVPD basis) results for the ion C3H6ClO4S with charge -1.

For the HOMO-LUMO gap, the calculation gives 8.16 eV. Its SMILES is C[C@H](Cl)COS(=O)(=O)[O-]. As for the HOMO energy: -5.16 eV.

Structure (ORCA input):
```
! RIJCOSX wB97M-V def2-TZVPD def2/J DEFGRID3
* xyz -1 1
C -0.53243 -1.17190 2.09232
C -0.00103 0.20748 1.38289
Cl -0.96816 1.60685 2.20775
C -0.32041 0.33258 -0.22097
O 0.55566 -0.46781 -1.09368
S 0.81148 0.30142 -2.61005
O -0.43037 1.14731 -3.08212
O 1.01157 -0.77704 -3.74506
O 2.22457 1.28072 -2.42628
H -0.36890 -2.15019 1.44101
H 0.08572 -1.27955 3.10812
H -1.66013 -1.00561 2.37237
H 1.15910 0.38041 1.59401
H -1.44106 0.12058 -0.51246
H -0.12561 1.47475 -0.50785
*
```

=====

(7)
DFT (the ωB97M-V functional and the def2-TZVPD basis) results for a cluster of 2 separate species, C3H6ClP in total.

For the HOMO-LUMO gap (spin up / spin down), the calculation gives 7.25 / 8.14 eV. As for the HOMO energy (spin up / spin down): -8.40 / -8.23 eV.

Structure (ORCA input):
```
! RIJCOSX wB97M-V def2-TZVPD def2/J DEFGRID3
* xyz 0 1
C 0.80432 0.76565 -0.41014
C -1.19813 -1.37300 0.40509
C -0.33595 0.98309 0.31036
P 2.37685 0.70262 0.31086
Cl 0.75152 0.73630 -2.21816
H -1.89314 -1.14303 -0.36909
H -1.54348 -1.30202 1.34901
H -0.34470 -2.02092 0.17212
H -1.44699 1.08712 0.03569
H -0.29175 1.10855 1.34649
H 3.12145 0.45562 -0.93224
*
```

=====

(8)
DFT (the ωB97M-V functional and the def2-TZVPD basis) results for an isolated molecule of C3H6ClPS2.

As for the expectation value of S²: 2.01. For the HOMO-LUMO gap (spin up / spin down), the calculation gives 7.00 / 6.08 eV. As for the HOMO energy (spin up / spin down): -7.25 / -8.64 eV.

Structure (ORCA input):
```
! RIJCOSX wB97M-V def2-TZVPD def2/J DEFGRID3
* xyz 0 3
C -1.82627 -1.44315 -0.31193
C 0.75718 -2.19831 0.86788
C 0.96161 2.30387 -0.64594
P -1.75146 0.24439 -0.48520
S -0.67209 -2.71787 -0.11862
S -0.66732 2.54463 0.07476
Cl -3.53483 0.78733 0.14700
H 0.80979 -1.10852 0.79166
H 1.63919 -2.63734 0.42019
H 0.58677 -2.41892 1.90271
H 1.61217 1.76555 -0.07194
H 1.22505 3.23092 -0.95568
H 0.86021 1.64742 -1.61491
*
```

=====

(9)
DFT (the ωB97M-V functional and the def2-TZVPD basis) results for a cluster of 2 separate species, C3H6F2 in total.

For the HOMO-LUMO gap, the calculation gives 10.55 eV. As for the HOMO energy: -9.44 eV.

Structure (ORCA input):
```
! RIJCOSX wB97M-V def2-TZVPD def2/J DEFGRID3
* xyz 0 1
C 1.04044 -0.44060 0.63649
C 0.58724 0.59700 -0.27710
C -1.50879 0.06577 -0.50206
F -2.30602 0.83836 0.28940
F -1.61846 -1.22146 -0.07463
H 2.11184 -0.47541 0.60343
H 0.73169 -0.11865 1.68841
H 0.93686 -1.45981 0.22411
H 0.49905 1.63837 0.12425
H 1.29315 0.61917 -1.12526
H -1.76702 -0.04273 -1.58704
*
```

=====

(10)
DFT (the ωB97M-V functional and the def2-TZVPD basis) results for an isolated molecule of C3H6F2O.

For the HOMO-LUMO gap, the calculation gives 11.07 eV. Its SMILES is COCC(F)F. As for the HOMO energy: -10.05 eV.

Structure (ORCA input):
```
! RIJCOSX wB97M-V def2-TZVPD def2/J DEFGRID3
* xyz 0 1
C 1.85995 0.60621 -0.24218
C 0.18067 -0.90614 0.65543
C -1.08277 -0.05802 0.35271
H 2.75837 0.49461 -0.93291
H 2.20060 0.70494 0.85963
H 1.13519 1.42081 -0.42000
H -0.14075 -1.95773 0.67373
H 0.58504 -0.52054 1.68045
H -1.88216 -0.27470 1.10654
O 1.23807 -0.75305 -0.30769
F -1.52044 -0.33916 -0.83980
F -0.73600 1.26190 0.27295
*
```